1.
118
Properties=species:S:1:pos:R:3:forces:R:3 method="wB97M-V/def2-TZVPD" homo_ev="-3.42 / -5.00" energy_ha=-4937.48028 homo_lumo_gap_ev="5.635 / 7.212" charge=-1 multiplicity=3
Ti -2.159433 -2.093674 -0.631117 -0.6 1.4 -0.4
O -1.926318 -0.238462 -4.174156 0.4 -0.5 0.6
Cl -1.219985 -1.395524 -3.669774 0.6 0.9 -2.5
O -2.057206 -2.542719 -3.702659 -0.3 -0.6 0.2
O 0.007714 -1.591384 -4.420814 -0.8 0.0 0.4
O -0.815017 -1.161472 -2.284085 -0.4 0.0 2.0
O -2.122710 -2.158582 1.407321 -1.3 0.7 0.0
N -1.329365 -2.899289 2.030725 0.7 -0.6 0.8
N -0.460586 -3.384275 1.239426 1.6 -0.9 0.3
O -0.533316 -3.034669 -0.016392 1.0 -0.7 -0.7
C 0.652014 -4.278814 1.707317 -0.2 -0.2 -0.5
C 0.460497 -5.048493 2.865395 -0.9 0.9 0.3
C 1.445110 -5.883454 3.393979 0.9 0.1 -1.1
C 2.632020 -6.027275 2.629906 -1.1 0.8 -0.7
C 2.805371 -5.317866 1.408122 -0.9 -0.7 1.9
C 1.828727 -4.452699 0.943575 -0.3 1.0 -0.5
H -0.511134 -4.913685 3.360561 0.5 -0.2 0.0
H 1.290409 -6.405487 4.352987 0.1 0.2 -0.7
H 3.398466 -6.727242 2.881457 0.3 -0.3 0.5
H 3.722062 -5.467321 0.880334 0.3 0.1 -0.4
H 2.057279 -3.908969 0.002493 -0.7 -0.3 0.7
C -1.268575 3.263169 -3.460292 0.4 -0.5 -0.7
C -0.100671 3.843331 -2.665268 -1.0 0.0 1.1
C 0.172543 5.243862 -3.150035 0.9 1.3 -0.2
C 1.059625 2.937321 -2.861230 1.8 -1.3 0.2
C 1.957613 3.003412 -3.938809 -1.0 0.9 0.3
C 3.001948 2.109710 -4.080630 -0.4 -0.1 -0.7
C 3.233100 1.140816 -3.149066 0.0 0.3 1.0
C 2.451490 1.084079 -1.997488 -0.9 0.2 -0.4
P 2.777087 0.107780 -0.517896 0.8 -0.2 1.1
C 4.411404 0.913450 -0.048288 -1.7 -0.6 -0.4
C 4.315317 1.892804 0.928514 1.7 -0.2 -1.1
C 5.444648 2.664965 1.179671 -0.2 -0.2 0.7
C 6.630854 2.400276 0.526019 0.0 0.7 0.4
C 6.672019 1.424254 -0.438666 1.9 0.2 -0.1
C 5.588694 0.681207 -0.731159 -1.0 -1.7 -1.9
C 3.310094 -1.499647 -1.186646 0.2 0.8 0.2
C 4.311484 -2.250538 -0.581884 0.0 -0.2 0.6
C 4.650925 -3.492078 -1.084773 0.7 -0.5 0.3
C 3.980038 -3.981796 -2.190628 -0.7 -0.6 -0.2
C 2.880329 -3.290043 -2.715516 0.4 0.6 -0.3
C 2.590427 -2.002025 -2.249405 -0.2 -0.9 -0.4
C 1.310836 1.905745 -1.931303 0.0 0.0 -0.4
O 0.408924 1.637272 -0.916422 0.8 0.3 -0.3
C -0.240278 2.718149 -0.390813 -0.6 -0.9 0.1
C -0.770679 2.526577 0.893870 0.1 0.2 0.0
C -1.512079 3.562689 1.411450 -1.4 1.6 0.1
C -1.759697 4.767425 0.698600 0.8 -1.0 0.0
C -1.233074 4.868198 -0.574931 0.1 0.2 -0.7
C -0.519963 3.806678 -1.168650 0.3 1.3 -0.3
P -0.655530 0.870609 1.698412 -0.5 0.2 0.5
C 0.887819 1.030361 2.678740 0.6 0.7 0.2
C 1.319276 2.229906 3.262550 -0.8 1.0 -0.2
C 2.476013 2.294646 4.023727 -0.6 -1.1 -0.8
C 3.259162 1.165109 4.217927 0.8 0.6 0.8
C 2.889947 -0.011484 3.644452 -1.2 -0.4 -0.9
C 1.725075 -0.053506 2.849564 0.5 -0.4 0.6
C -1.927616 1.236247 3.028679 -1.0 -0.5 -0.8
C -3.295441 1.164452 2.613819 0.5 0.2 1.1
C -4.342048 1.422681 3.500259 0.8 0.1 -0.1
C -4.019085 1.768003 4.819699 -1.9 0.9 0.7
C -2.700904 1.922947 5.214377 -0.4 0.2 0.7
C -1.678038 1.625051 4.334430 0.3 -0.4 0.1
H -0.991257 3.102385 -4.507807 0.0 0.6 -0.1
H -2.175182 3.837525 -3.372344 -0.3 0.3 0.0
H -1.440232 2.248467 -3.168220 -0.4 -0.7 0.6
H 0.098315 5.209588 -4.245881 0.4 0.3 0.2
H 1.169659 5.669689 -2.814647 -1.0 -0.7 -0.5
H -0.566432 5.991719 -2.819923 0.1 -0.5 -0.2
H 1.782056 3.809699 -4.658416 0.3 -0.4 0.0
H 3.599607 2.041711 -4.966066 0.2 0.5 -0.5
H 4.096917 0.524435 -3.301855 0.1 -0.5 0.2
H 3.398014 2.036562 1.413214 -1.1 0.3 0.8
H 5.412186 3.398166 1.967324 0.0 0.3 0.1
H 7.525722 2.965551 0.757144 -0.1 0.0 0.0
H 7.611770 1.230989 -0.930935 0.2 0.0 -0.2
H 5.628591 -0.073446 -1.587126 -0.1 1.0 1.4
H 4.770563 -1.914101 0.342851 0.1 0.2 -0.2
H 5.432526 -4.127006 -0.607843 -0.6 0.7 -0.4
H 4.268991 -4.966401 -2.556392 -0.2 0.2 -0.1
H 2.277542 -3.664614 -3.536808 0.2 -0.2 0.1
H 1.782681 -1.413811 -2.692436 0.2 -0.4 0.1
H -2.097977 3.495581 2.333201 0.7 -0.3 -0.1
H -2.363070 5.542661 1.161843 0.1 -0.1 -0.2
H -1.372280 5.742836 -1.220308 -0.3 -0.2 0.7
H 0.700573 3.150745 3.101422 0.7 -0.9 0.2
H 2.762623 3.202999 4.438398 0.5 1.5 0.7
H 4.172939 1.218512 4.831819 -0.5 0.0 -0.3
H 3.454465 -0.909983 3.781678 0.3 -0.3 0.0
H 1.476946 -0.971106 2.366613 -0.2 -0.6 -0.3
H -3.589586 0.951200 1.609565 0.3 -0.3 -0.6
H -5.369135 1.411926 3.107029 0.5 -0.1 0.4
H -4.879781 2.038003 5.514556 1.3 -0.4 -0.8
H -2.415720 2.320231 6.209546 -0.5 -0.5 -0.6
H -0.697019 1.653170 4.778445 0.4 0.1 -0.4
C -5.024239 2.933499 -0.374276 -0.4 0.2 -0.2
C -6.054303 2.030262 -0.183040 -0.9 -0.3 1.1
C -5.889008 0.658264 -0.289844 0.5 -0.7 -0.7
C -4.594417 0.152599 -0.643318 -1.1 0.7 0.1
C -3.653230 1.120023 -1.002106 1.7 -1.1 -0.7
C -3.820976 2.478776 -0.890224 -1.6 -0.9 0.6
N -4.228193 -1.184030 -0.744905 -0.4 -0.8 0.0
N -5.296410 -2.020621 -0.764478 1.5 -1.1 -0.1
C -4.832706 -3.368989 -0.926208 -0.5 1.6 -0.1
C -5.769842 -4.386554 -1.167115 -1.1 0.7 0.8
C -5.320268 -5.659442 -1.402018 0.1 -1.4 0.1
C -3.963387 -5.995551 -1.454483 0.4 1.3 0.3
C -3.040161 -4.942223 -1.263953 -0.4 -0.7 0.2
C -3.450480 -3.640141 -0.942013 0.0 -0.8 -0.5
H -5.251701 3.972225 -0.200375 0.3 0.3 -0.1
H -7.034767 2.394852 0.178124 0.6 -0.1 -0.4
H -6.761736 -0.005999 -0.268900 0.6 0.2 0.4
H -2.728729 0.703732 -1.463822 -0.5 0.5 0.3
H -3.118814 3.154700 -1.249356 1.3 0.9 -0.3
H -6.861383 -4.175189 -1.002150 1.2 -0.2 -0.5
H -6.004859 -6.499582 -1.482238 -0.3 0.3 -0.1
H -3.648552 -7.036963 -1.540633 0.0 0.4 -0.2
H -1.974409 -5.158284 -1.349837 -0.1 0.0 0.1



2.
119
Properties=species:S:1:pos:R:3:forces:R:3 method="wB97M-V/def2-TZVPD" homo_ev=-3.42 energy_ha=-6255.98118 homo_lumo_gap_ev=3.039 charge=-1 multiplicity=1
Lu -2.110349 0.196576 2.197758 -0.4 0.0 0.3
S -0.326578 -1.497712 3.467057 0.0 0.3 0.3
P -0.191603 -2.201351 1.592212 -0.4 -0.5 -1.7
C -1.268636 -1.786748 0.318000 -0.5 -0.7 2.4
P -2.883234 -2.389770 0.440907 0.9 0.0 -1.1
S -4.272964 -1.561216 1.608061 0.2 0.4 0.4
C -3.062157 -4.180945 0.797098 0.0 0.2 0.0
C -3.365546 -5.155389 -0.143431 0.1 0.2 0.0
C -3.538066 -6.469008 0.258750 -0.1 -0.3 -0.1
C -3.396231 -6.821840 1.590621 -0.1 -0.1 -0.1
C -3.082386 -5.850056 2.528762 0.0 -0.1 0.1
C -2.921392 -4.538068 2.134538 0.0 0.0 0.0
C -3.445602 -2.304649 -1.297620 -0.1 0.0 0.1
C -2.558033 -2.686271 -2.296129 0.0 0.0 0.0
C -2.945282 -2.656027 -3.621213 0.0 -0.2 -0.1
C -4.217881 -2.233531 -3.964645 0.0 0.0 -0.1
C -5.098384 -1.840878 -2.972547 -0.1 0.0 -0.1
C -4.718385 -1.878849 -1.642509 0.1 -0.1 0.1
C 0.145873 -4.003223 1.797478 -0.1 0.2 0.2
C 0.113718 -4.582253 3.057731 0.2 0.1 0.0
C 0.280561 -5.944602 3.208022 0.1 -0.2 0.1
C 0.466527 -6.743817 2.093479 0.0 -0.1 0.1
C 0.492101 -6.172072 0.830864 0.1 -0.1 -0.2
C 0.329207 -4.808537 0.679573 0.1 0.1 0.1
C 1.436830 -1.735757 0.866463 0.0 0.1 0.3
C 2.588709 -1.691056 1.639897 0.0 0.0 0.0
C 3.801733 -1.362216 1.058715 0.2 0.1 0.2
C 3.871124 -1.089728 -0.296644 0.2 0.1 -0.2
C 2.724298 -1.139320 -1.068951 0.2 -0.1 -0.1
C 1.510473 -1.450553 -0.489327 0.0 -0.1 0.0
H -3.478109 -4.884347 -1.185370 0.0 0.0 0.0
H -3.801311 -7.222650 -0.473033 0.0 0.0 0.0
H -3.551433 -7.848903 1.898000 0.0 0.0 0.0
H -2.978762 -6.118735 3.570645 0.0 0.0 0.1
H -2.702851 -3.766068 2.865562 0.0 0.0 0.0
H -1.561562 -3.000807 -2.015999 0.1 0.0 0.0
H -2.251696 -2.963740 -4.391002 0.1 0.0 -0.1
H -4.510666 -2.197227 -5.005871 0.0 0.0 0.0
H -6.087410 -1.501516 -3.241970 -0.1 0.1 0.0
H -5.392245 -1.569100 -0.856263 -0.1 0.1 0.1
H -0.044470 -3.940784 3.912958 0.0 0.0 0.1
H 0.268814 -6.380711 4.197904 -0.1 -0.1 0.1
H 0.573618 -7.814146 2.204004 0.0 -0.1 0.0
H 0.645709 -6.798210 -0.038767 -0.1 0.0 -0.1
H 0.336812 -4.363558 -0.307296 -0.1 0.1 -0.1
H 2.519914 -1.900478 2.700051 0.0 0.0 0.1
H 4.697567 -1.316820 1.664157 0.1 0.0 0.1
H 4.817697 -0.834754 -0.758369 0.2 0.0 0.0
H 2.773456 -0.924713 -2.127956 0.0 0.0 -0.2
H 0.589812 -1.458163 -1.056544 -0.2 0.0 0.0
S -3.709330 -0.270492 4.852267 0.4 -0.4 0.2
C -4.367096 1.071774 4.130293 -0.3 0.2 0.2
N -3.989511 1.544940 2.960800 0.4 -0.4 0.1
C -4.657936 2.671675 2.598347 -0.5 0.6 -0.1
C -4.441025 3.390683 1.423826 0.2 -0.2 0.1
C -5.193572 4.519653 1.179344 0.0 0.1 -0.1
C -6.163559 4.940695 2.082172 -0.1 0.2 0.0
C -6.393455 4.240349 3.255589 0.0 0.0 -0.1
C -5.637614 3.113847 3.513051 0.2 -0.2 0.0
S -5.674826 2.036831 4.885072 0.3 -0.1 -0.4
H -3.687776 3.033676 0.734609 0.0 0.0 -0.1
H -5.025487 5.079963 0.269125 0.0 0.0 0.0
H -6.749011 5.821181 1.861129 -0.1 0.1 0.0
H -7.149906 4.564983 3.952209 -0.1 0.1 0.1
F 2.069801 1.832659 -3.036359 0.0 0.0 0.2
C 2.417823 2.027495 -1.730688 -0.1 0.0 -0.2
C 1.530039 1.681390 -0.747805 0.3 0.3 0.5
C 1.845251 1.926678 0.593494 0.3 0.0 -1.1
C 0.888285 1.517054 1.605624 -1.5 -0.8 0.4
O -0.057926 0.756110 1.302223 1.7 1.5 0.0
C 1.101301 2.116196 2.898877 -0.6 0.0 0.4
C 2.238327 2.799028 3.140766 -0.1 -0.1 -0.3
N 3.253822 2.972829 2.221715 -0.2 -0.2 0.5
C 4.370142 3.791059 2.572307 0.3 0.3 0.0
C 5.738956 3.182297 2.724705 0.1 0.0 -0.1
C 4.983448 3.647446 3.930985 -0.1 0.0 0.0
C 3.043265 2.594950 0.917388 -0.3 -0.3 -0.1
C 3.971534 2.847089 -0.091354 -0.2 -0.1 -0.7
C 3.672500 2.543705 -1.427955 0.1 0.1 0.8
N 4.702890 2.732556 -2.400293 -0.5 0.1 0.0
C 5.297718 4.047430 -2.548658 0.0 0.2 0.0
C 6.810342 3.802108 -2.800979 -0.1 0.7 0.2
N 6.906175 2.364978 -3.144691 0.3 -0.3 0.3
C 6.018715 2.061602 -4.290794 -0.3 -0.1 -0.5
C 4.585912 2.102217 -3.701336 -0.2 -0.2 -0.2
C -0.025430 2.164101 3.969193 0.4 0.1 -0.3
O 0.250681 2.738624 5.015314 0.2 0.1 0.2
O -1.126231 1.678206 3.611819 -0.4 -0.1 -0.2
H 0.568583 1.251643 -0.973406 -0.3 -0.2 -0.1
H 2.372024 3.275229 4.101812 0.0 0.0 0.0
H 4.318039 4.793938 2.147729 0.1 -0.1 0.1
H 6.597714 3.753900 2.401186 0.0 0.1 0.0
H 5.831144 2.119370 2.566782 -0.1 -0.1 0.0
H 5.305039 4.543023 4.442459 0.0 0.0 -0.1
H 4.564064 2.896461 4.581018 0.0 -0.1 0.0
H 4.926996 3.281029 0.157399 0.2 0.0 0.0
H 5.139065 4.634837 -1.646201 0.1 0.0 -0.1
H 4.854829 4.594566 -3.392613 0.0 0.0 0.1
H 7.397420 3.985337 -1.898984 0.0 -0.1 -0.1
H 7.197743 4.415851 -3.615254 0.0 -0.2 0.0
H 6.362012 1.936280 -2.341439 0.5 0.0 -0.2
H 7.864032 2.028252 -3.248327 -0.2 0.0 0.1
H 6.256131 1.081394 -4.704849 0.1 0.1 0.1
H 6.160862 2.816985 -5.064354 0.1 0.0 0.1
H 4.200975 1.092944 -3.566724 0.0 0.0 0.0
H 3.908606 2.633786 -4.381809 0.1 -0.1 0.1
C -2.521507 0.947057 -0.023052 -0.1 0.2 0.1
C -2.692914 0.902697 -1.231788 0.1 0.5 0.3
C -2.933428 0.931146 -2.626684 0.0 0.0 -0.1
C -1.960560 0.516795 -3.541232 0.0 0.1 0.0
C -2.214553 0.551690 -4.897556 0.0 0.1 -0.2
C -3.436942 0.997737 -5.375596 0.0 0.0 -0.2
C -4.404212 1.420971 -4.476685 -0.1 0.1 -0.2
C -4.160233 1.387968 -3.119602 0.0 0.0 -0.1
H -1.007470 0.161352 -3.172830 0.0 0.0 0.1
H -1.452163 0.239004 -5.599041 0.1 -0.1 0.0
H -3.640461 1.001475 -6.440103 0.0 0.0 0.0
H -5.351606 1.789880 -4.848240 -0.1 0.0 0.0
H -4.917798 1.714136 -2.421159 0.0 0.0 0.1



Question: Which value of charge does entry 2 give?
Answer: -1